No. 1
Here is a 2-piece molecular cluster, C2H3NO2PS overall at a distorted geometry from OMol25. Energies are from the ωB97M-V functional and the def2-TZVPD basis.

The geometry in XYZ format:
```
10
Properties=species:S:1:pos:R:3:forces:R:3
C 1.157 1.059 -0.786 1.88 0.30 0.38
C -0.341 -0.392 1.891 -0.74 -0.76 -2.34
N 0.280 1.762 -0.387 -0.48 0.23 0.72
O -1.344 0.254 1.972 -1.10 1.50 1.31
O 0.796 -0.458 2.181 2.12 -0.05 1.44
P 2.625 0.289 -1.324 -2.19 0.67 0.26
S -0.772 -1.695 0.284 -1.01 0.46 -0.06
H -0.150 1.816 0.562 0.34 -0.54 -1.03
H 1.630 -0.606 -1.788 0.43 -0.71 -0.29
H -1.881 -0.869 0.213 0.75 -1.08 -0.39
```
Positions in Å, forces in eV/Å.

Results
ΔE to the lowest compared entry with this formula, charge and spin	0.985	eV
total charge	-1

No. 2
Here is a 8-piece molecular cluster, C54H59BrClN2O6P2 overall at a distorted geometry from OMol25. Energies are from the ωB97M-V functional and the def2-TZVPD basis.

The geometry in XYZ format:
```
125
Properties=species:S:1:pos:R:3:forces:R:3
C 5.986 -4.416 -5.368 -0.59 1.05 -0.64
C 6.492 -3.154 -4.514 -0.05 -0.73 1.14
O 6.729 -1.955 -5.328 -1.46 -0.38 -0.05
C 5.468 -1.523 -5.945 0.47 -0.65 -0.61
C 5.348 0.074 -6.073 1.79 -0.26 -0.82
O 4.212 0.663 -5.371 -2.39 -1.79 -1.05
C 2.974 0.105 -5.781 -1.89 -1.16 -0.33
C 2.590 -0.100 -7.273 -0.96 -0.46 3.34
N 1.317 -0.719 -7.615 1.11 0.58 3.44
C 0.338 -1.164 -6.625 1.40 0.73 1.48
C -1.015 -1.821 -7.166 0.77 0.89 -1.04
C -0.916 -3.384 -7.515 0.55 -1.78 0.89
N -0.225 -4.295 -6.864 -1.49 3.24 -1.47
C 0.587 -0.996 -5.077 3.08 1.39 -4.64
P -0.616 -1.481 -3.691 -0.90 1.42 1.68
O -1.901 -0.326 -3.750 1.35 -2.46 -1.57
Cl -1.552 -3.334 -4.055 0.50 1.22 -0.46
C 1.975 -0.352 -4.661 -1.39 -0.71 -2.75
C 2.302 -0.192 -3.078 -0.90 2.53 1.92
O 1.853 0.753 -2.384 2.28 -4.61 -3.67
O 3.185 -1.202 -2.533 -1.60 -0.09 -0.54
P 2.489 -2.785 -2.773 -0.33 -0.97 -0.91
O 3.714 -3.978 -2.790 -1.64 1.58 0.62
Br 1.146 -3.282 -0.973 1.21 0.34 -0.36
H 6.631 -4.444 -6.329 -1.01 -0.25 1.65
H 4.887 -4.234 -5.697 1.76 -0.39 0.44
H 5.994 -5.412 -4.809 0.29 1.54 -0.68
H 5.757 -2.818 -3.686 0.93 -0.86 -1.30
H 7.448 -3.485 -3.948 -1.30 1.07 -1.30
H 4.635 -2.024 -5.341 0.71 1.11 -0.89
H 5.453 -1.943 -7.028 -0.15 0.53 1.76
H 5.295 0.394 -7.181 0.07 -0.59 1.71
H 6.326 0.543 -5.664 -1.91 -0.69 -0.38
H 3.334 0.225 -8.086 -1.66 -0.71 1.23
H 1.131 -0.823 -8.632 -0.06 -0.03 1.10
H -1.857 -1.544 -6.440 1.22 -0.74 -1.02
H -1.264 -1.275 -8.161 0.31 -0.84 1.63
H -1.554 -3.768 -8.403 1.03 0.96 1.50
H 0.267 -3.809 -6.093 -0.08 -0.46 -0.22
H -2.522 -0.577 -4.479 0.36 0.55 0.80
H 3.219 -4.831 -2.914 0.57 0.86 0.23
C -4.377 1.082 -11.509 0.01 -0.08 0.08
C -3.519 1.370 -10.452 0.01 -0.02 0.00
C -3.358 0.453 -9.418 -0.06 -0.13 -0.14
C -4.047 -0.756 -9.446 0.08 0.11 -0.08
C -4.901 -1.045 -10.505 0.01 0.00 0.00
C -5.070 -0.125 -11.535 0.09 0.03 0.09
H -4.506 1.799 -12.314 0.01 -0.07 0.09
H -2.977 2.310 -10.434 -0.08 -0.07 0.00
H -2.694 0.681 -8.589 -0.06 0.06 -0.02
H -3.917 -1.474 -8.641 -0.08 0.02 -0.04
H -5.437 -1.989 -10.528 0.04 0.11 0.01
H -5.741 -0.348 -12.357 0.06 0.02 0.08
C 0.791 2.288 1.515 0.09 0.02 0.08
C 1.801 1.639 0.811 -0.03 -0.03 0.03
C 3.068 1.508 1.372 -0.10 0.06 0.06
C 3.322 2.017 2.643 -0.06 -0.01 -0.02
C 2.311 2.662 3.348 0.00 0.01 -0.08
C 1.047 2.802 2.783 0.08 0.05 -0.10
H -0.196 2.393 1.076 0.08 0.00 0.05
H 1.601 1.236 -0.177 0.04 0.09 0.20
H 3.857 1.008 0.820 -0.05 0.05 0.04
H 4.309 1.911 3.082 -0.08 0.01 -0.04
H 2.509 3.057 4.340 -0.02 -0.04 -0.09
H 0.260 3.310 3.332 0.04 -0.03 -0.03
C 0.283 -1.067 5.192 -0.09 0.04 0.11
C -0.098 0.201 4.763 -0.01 -0.10 -0.01
C -1.020 0.937 5.500 0.04 -0.08 0.06
C -1.556 0.409 6.671 0.08 -0.04 -0.08
C -1.172 -0.857 7.102 -0.07 0.01 -0.09
C -0.256 -1.598 6.360 -0.01 0.11 -0.06
H 1.000 -1.642 4.615 -0.06 0.04 0.03
H 0.324 0.616 3.854 -0.05 -0.08 0.11
H -1.322 1.924 5.161 0.02 -0.06 0.01
H -2.272 0.985 7.249 0.05 -0.06 -0.03
H -1.588 -1.268 8.016 0.03 0.04 -0.10
H 0.039 -2.588 6.693 -0.02 0.07 -0.01
C -1.479 6.093 4.312 -0.06 -0.06 0.00
C -2.451 6.418 3.371 -0.01 -0.06 0.02
C -3.681 5.766 3.386 0.09 -0.05 0.11
C -3.942 4.795 4.350 0.07 0.04 -0.04
C -2.970 4.473 5.293 0.03 0.02 -0.06
C -1.737 5.119 5.272 -0.06 0.01 -0.08
H -0.519 6.599 4.298 -0.09 -0.04 0.00
H -2.251 7.179 2.624 -0.02 -0.07 0.07
H -4.436 6.014 2.648 0.07 0.00 0.06
H -4.902 4.290 4.365 0.07 0.06 0.02
H -3.174 3.718 6.045 0.01 0.07 -0.06
H -0.978 4.864 6.004 -0.06 0.03 -0.04
C -8.904 5.166 2.650 0.03 -0.08 0.01
C -10.004 4.340 2.862 0.07 -0.04 -0.01
C -9.819 2.981 3.100 0.10 0.05 -0.01
C -8.533 2.450 3.136 -0.03 0.09 -0.02
C -7.433 3.276 2.928 -0.07 0.06 -0.01
C -7.618 4.634 2.681 -0.10 -0.10 0.03
H -9.049 6.225 2.462 0.01 -0.09 0.02
H -11.006 4.756 2.841 0.10 -0.04 0.00
H -10.677 2.337 3.258 0.07 0.06 0.00
H -8.389 1.391 3.326 -0.01 0.09 -0.01
H -6.430 2.862 2.958 -0.09 0.02 -0.02
H -6.761 5.277 2.513 -0.07 -0.04 0.02
C 0.632 -0.317 11.103 -0.02 -0.11 0.06
C 0.585 -1.246 10.068 0.06 -0.01 0.07
C 0.439 -2.600 10.353 -0.02 0.09 0.11
C 0.331 -3.025 11.675 0.00 0.08 -0.04
C 0.375 -2.095 12.710 0.01 0.02 -0.07
C 0.530 -0.742 12.424 -0.02 -0.06 -0.09
H 0.749 0.739 10.880 -0.01 -0.09 0.01
H 0.662 -0.915 9.038 0.03 -0.02 0.13
H 0.409 -3.325 9.547 0.00 0.05 0.06
H 0.212 -4.080 11.898 0.01 0.09 -0.01
H 0.289 -2.426 13.740 0.02 0.03 -0.10
H 0.569 -0.018 13.231 -0.01 -0.06 -0.06
C 4.753 -2.706 0.851 0.01 -0.06 0.17
C 4.014 -2.036 1.822 -0.01 -0.04 -0.04
C 4.191 -2.344 3.167 0.07 -0.06 -0.06
C 5.116 -3.316 3.542 -0.03 0.03 -0.10
C 5.857 -3.982 2.571 -0.05 0.04 -0.02
C 5.673 -3.680 1.225 -0.05 0.06 0.03
H 4.612 -2.467 -0.199 0.03 0.00 0.06
H 3.298 -1.274 1.530 0.05 -0.08 0.06
H 3.611 -1.827 3.924 0.06 -0.01 -0.06
H 5.258 -3.553 4.591 -0.01 0.02 -0.10
H 6.579 -4.738 2.864 -0.07 0.07 -0.03
H 6.247 -4.204 0.468 -0.03 0.04 0.06
```
Positions in Å, forces in eV/Å.

Results
ΔE to the lowest compared entry with this formula, charge and spin	7.032	eV
total charge	+1

No. 3
Here is C6H11N in the gas phase at a distorted geometry from OMol25. Energies are from the ωB97M-V functional and the def2-TZVPD basis.

The geometry in XYZ format:
```
18
Properties=species:S:1:pos:R:3:forces:R:3
C -0.079 -1.273 -1.247 -1.20 -1.75 1.30
C 0.320 -0.403 -0.083 1.88 0.43 1.44
C 1.404 -0.769 0.688 -0.93 -0.38 -1.28
N 1.940 -2.062 0.696 0.85 -0.28 0.83
C -0.150 1.041 -0.021 0.72 -1.41 -2.77
C -1.576 1.313 0.306 -1.12 1.51 -1.23
C -2.040 2.521 -0.088 0.99 0.76 0.31
H -1.147 -1.540 -1.416 0.34 0.84 0.30
H 0.314 -2.273 -1.023 0.07 0.15 -0.57
H 0.328 -0.970 -2.191 0.36 0.48 -0.46
H 2.102 -0.055 1.111 -0.70 0.30 0.67
H 1.323 -2.719 0.263 0.07 -0.54 0.23
H 2.403 -2.438 1.558 -0.86 0.90 -1.31
H 0.533 1.708 0.504 -0.11 -0.26 0.31
H -0.030 1.289 -1.114 -0.15 0.60 0.73
H -2.313 0.568 0.555 0.33 -0.31 1.35
H -2.776 3.184 0.408 -0.35 -1.21 -0.84
H -1.398 3.036 -0.838 -0.19 0.16 0.99
```
Positions in Å, forces in eV/Å.

Results
ΔE to the lowest compared entry with this formula, charge and spin	2.725	eV

No. 4
Here is C6H10O in the gas phase at a distorted geometry from OMol25. Energies are from the ωB97M-V functional and the def2-TZVPD basis.

The geometry in XYZ format:
```
17
Properties=species:S:1:pos:R:3:forces:R:3
C -1.879 -0.663 -0.178 0.39 -0.29 -1.80
C -0.448 -0.207 0.139 -1.71 -0.39 1.45
O -0.647 -0.333 1.554 1.06 0.53 1.01
C -0.085 1.240 -0.220 -0.17 0.08 -0.05
C 1.417 1.236 -0.117 0.20 -0.01 -0.03
C 1.909 -0.001 -0.139 -0.09 0.21 0.01
C 0.806 -1.016 -0.259 -0.45 -0.35 -0.20
H -2.209 -1.553 0.344 0.53 -0.22 0.31
H -1.937 -0.891 -1.214 -0.27 -0.32 -1.26
H -2.664 0.058 -0.006 0.25 0.70 0.33
H 0.094 0.081 1.998 0.37 0.11 0.36
H -0.405 1.500 -1.235 0.02 -0.08 -0.04
H -0.588 1.945 0.449 0.06 -0.09 0.02
H 2.007 2.142 -0.072 0.02 -0.01 0.00
H 2.960 -0.269 -0.114 -0.13 0.08 0.00
H 0.931 -1.891 0.384 -0.08 0.10 -0.02
H 0.737 -1.380 -1.288 -0.02 -0.03 -0.10
```
Positions in Å, forces in eV/Å.

Results
ΔE to the lowest compared entry with this formula, charge and spin	0.447	eV

No. 5
Here is O2 in the gas phase at a distorted geometry from OMol25. Energies are from the ωB97M-V functional and the def2-TZVPD basis.

The geometry in XYZ format:
```
2
Properties=species:S:1:pos:R:3:forces:R:3
O -0.050 0.619 0.457 0.67 -8.28 -6.12
O 0.050 -0.619 -0.457 -0.67 8.28 6.12
```
Positions in Å, forces in eV/Å.

Results
ΔE to the lowest compared entry with this formula, charge and spin	2.550	eV

No. 6
Here is C21H37Cl2HgN2O4 as an isolated structure at a distorted geometry from OMol25. Energies are from the ωB97M-V functional and the def2-TZVPD basis.

The geometry in XYZ format:
```
67
Properties=species:S:1:pos:R:3:forces:R:3
O 0.302 -0.584 -2.787 1.03 -0.63 1.05
C -0.759 0.184 -2.975 -0.68 0.15 0.26
C -0.360 1.588 -3.464 -0.55 -0.58 0.53
C 0.191 2.515 -2.583 0.22 0.61 -0.20
H 0.287 2.245 -1.524 0.16 0.11 -0.57
C 0.544 3.791 -3.048 -0.24 -0.54 0.12
H 1.002 4.504 -2.356 -0.20 -0.09 -0.26
C 0.274 4.139 -4.375 0.09 0.07 -0.11
H 0.504 5.149 -4.726 -0.07 -0.30 0.06
C -0.284 3.200 -5.251 0.19 -0.05 0.14
H -0.505 3.462 -6.286 0.13 0.06 0.18
C -0.560 1.910 -4.800 0.01 0.47 0.06
H -0.971 1.145 -5.464 0.06 0.27 0.14
H -1.348 -0.241 -3.822 -0.62 0.14 -0.16
C -2.539 -1.125 -1.616 -0.39 -0.48 0.13
C -1.920 0.211 -1.838 0.90 1.08 -1.49
H -3.510 -1.223 -2.133 0.31 0.03 0.09
H -2.721 -1.320 -0.547 0.02 -0.06 -0.35
H -1.854 -1.888 -2.008 -0.16 0.06 0.13
C -2.451 1.364 -1.412 0.08 -0.21 -0.02
C -3.805 1.524 -0.796 -0.28 -0.15 0.54
H -1.914 2.301 -1.536 -0.14 -0.22 -0.34
H -4.544 1.881 -1.532 0.21 -0.07 0.09
H -3.765 2.277 0.003 -0.21 -0.10 -0.03
H -4.183 0.587 -0.365 -0.01 0.28 -0.11
Hg -1.784 0.564 1.611 0.59 -0.27 -0.32
Cl 0.097 1.787 0.937 -0.25 0.03 0.34
Cl -3.798 -0.264 2.418 0.06 0.04 0.03
H 4.260 1.433 -2.092 -0.11 0.01 0.05
H 4.729 1.346 0.594 -0.08 -0.01 0.05
C 3.207 1.460 -1.772 0.07 -0.25 -0.08
C 3.632 1.383 0.665 -0.09 0.00 -0.06
N 3.036 0.774 -0.505 0.16 -0.04 0.16
H 2.583 0.975 -2.532 0.03 0.15 0.17
C 2.449 -0.441 -0.420 -0.22 -0.61 0.38
O 2.257 -1.064 0.633 0.54 0.55 -0.75
H 3.302 0.841 1.555 0.03 0.15 -0.18
H 2.141 -0.848 -1.405 -0.14 0.35 0.23
H 2.913 2.513 -1.671 -0.05 -0.26 -0.05
H 3.330 2.434 0.724 -0.03 -0.14 0.10
H -0.190 -5.467 1.238 -0.13 0.06 0.05
H 1.640 -4.976 -0.541 -0.03 0.16 -0.01
C -0.830 -4.783 0.666 0.28 0.01 -0.02
C 0.924 -4.287 -1.005 -0.21 0.19 0.04
N -0.011 -3.792 -0.010 -0.34 -0.39 0.07
H -1.528 -4.273 1.331 0.11 -0.07 -0.08
C -0.207 -2.480 0.203 -0.17 1.15 0.27
O -0.932 -2.011 1.099 0.40 -0.57 -0.66
H 1.456 -3.441 -1.445 -0.07 -0.11 0.00
H 0.321 -1.824 -0.513 -0.24 -0.26 0.19
H -1.380 -5.380 -0.073 0.02 0.13 0.09
H 0.392 -4.835 -1.793 0.07 0.13 0.05
C 1.734 -1.514 4.324 0.09 0.12 -0.04
C 0.240 -1.377 4.117 -0.45 0.20 -0.25
O -0.121 -0.091 3.585 0.25 0.11 0.67
C -0.007 1.009 4.510 -0.03 -0.43 -0.49
C -1.236 1.117 5.395 -0.06 -0.13 0.12
H 2.275 -1.263 3.405 -0.15 -0.02 0.08
H 1.969 -2.545 4.592 0.02 0.01 0.05
H 2.071 -0.863 5.135 0.14 -0.11 -0.06
H -0.110 -2.089 3.359 0.03 0.20 0.25
H -0.310 -1.549 5.062 0.15 -0.04 -0.29
H 0.906 0.891 5.117 -0.25 0.18 -0.22
H 0.093 1.899 3.874 0.09 -0.20 0.17
H -1.263 0.289 6.114 -0.10 0.17 -0.08
H -1.200 2.057 5.954 -0.05 -0.07 0.03
H -2.161 1.088 4.802 0.27 0.03 0.11
```
Positions in Å, forces in eV/Å.

Results
ΔE to the lowest compared entry with this formula, charge and spin	0.086	eV
total charge	-1

Number 1: Kohn-Sham gap 8.0 eV. Number 2: Kohn-Sham gap 4.7 eV. Number 3: Kohn-Sham gap 8.7 eV. Number 4: Kohn-Sham gap 10.5 eV. Number 5: Kohn-Sham gap 7.6 eV. Number 6: Kohn-Sham gap 6.4 eV.